# C30H90N18O12

12 unconnected molecules or ions with the total composition C30H90N18O12 in a non-equilibrium geometry (ωB97M-V/def2-TZVPD, the Open Molecules 2025 dataset).

Values from the calculation:
- Strongest force on any atom: 8.28 eV/A
- Orbital gap: 8.59 eV
- LUMO level: 0.126 eV
- SMILES: COC[C@H](C)N.COC[C@H](C)N.COC[C@H](C)N.COC[C@H](C)N.COC[C@H](C)N.COC[C@H](C)N.NC(N)=O.NC(N)=O.NC(N)=O.NC(N)=O.NC(N)=O.NC(N)=O
- ΔE to the lowest compared entry with this formula, charge and spin: 562.10 kJ/mol
- HOMO level: -8.47 eV
- Calculated total energy: -83959.808 eV

CARTESIAN COORDINATES (ANGSTROEM)
1 C -17.32100 -5.78508 -11.62314
2 O -18.23613 -5.34252 -10.65733
3 C -18.50449 -6.31571 -9.61691
4 C -18.95652 -7.78391 -9.89582
5 C -20.48477 -8.00390 -10.34664
6 N -18.74463 -8.63529 -8.71584
7 H -17.93343 -6.49509 -12.17893
8 H -16.55394 -6.36139 -11.10586
9 H -16.92725 -4.89837 -12.11996
10 H -17.63315 -6.37381 -8.96460
11 H -19.30975 -5.86610 -9.03597
12 H -18.31050 -8.22711 -10.65365
13 H -20.67529 -9.06507 -10.50700
14 H -20.56865 -7.58704 -11.35027
15 H -21.26636 -7.67043 -9.66399
16 H -19.04186 -9.58440 -8.89178
17 H -19.40602 -8.25130 -8.05612
18 C -11.38638 -9.50624 -8.98672
19 O -12.55215 -9.32104 -9.77631
20 C -13.68519 -9.91186 -9.10586
21 C -14.90834 -9.96634 -10.03833
22 C -15.47194 -8.50615 -10.14406
23 N -15.98880 -10.64466 -9.32126
24 H -11.28673 -10.45680 -8.46270
25 H -11.41663 -8.72840 -8.22372
26 H -10.43408 -9.30297 -9.47653
27 H -13.45137 -10.93521 -8.81228
28 H -13.82354 -9.45764 -8.12472
29 H -14.64073 -10.43793 -10.98389
30 H -14.73473 -7.75963 -10.43958
31 H -15.81982 -8.20129 -9.15709
32 H -16.29122 -8.57984 -10.85923
33 H -15.66826 -11.25545 -8.58350
34 H -16.41039 -9.91548 -8.76388
35 C -24.22233 -8.09308 -8.51067
36 O -25.51046 -8.10884 -9.14202
37 C -26.51046 -7.59293 -8.29988
38 C -27.87162 -8.31000 -8.60330
39 C -28.32363 -8.13339 -10.05048
40 N -28.94330 -7.93780 -7.73392
41 H -23.93195 -7.04909 -8.39288
42 H -23.45345 -8.63298 -9.06334
43 H -24.33955 -8.47605 -7.49691
44 H -26.37009 -7.90617 -7.26534
45 H -26.50550 -6.50409 -8.24982
46 H -27.65002 -9.37718 -8.61450
47 H -28.33193 -7.10416 -10.40928
48 H -29.33543 -8.50056 -10.22237
49 H -27.57465 -8.61891 -10.67610
50 H -29.80012 -8.39222 -8.01580
51 H -29.08594 -6.93873 -7.77407
52 C -11.63777 -6.08854 -5.09697
53 O -12.08244 -4.84350 -5.57545
54 C -13.29065 -4.39348 -4.98963
55 C -14.47035 -5.27507 -5.50763
56 C -14.58482 -5.28448 -7.06885
57 N -15.67436 -4.78871 -4.91049
58 H -12.36424 -6.87167 -4.88007
59 H -10.99652 -5.84459 -4.25000
60 H -10.98979 -6.58194 -5.82140
61 H -13.24579 -4.41301 -3.90073
62 H -13.51068 -3.35613 -5.24178
63 H -14.38310 -6.26789 -5.06627
64 H -13.64070 -5.69318 -7.42901
65 H -14.63678 -4.28742 -7.50620
66 H -15.40180 -5.88101 -7.47478
67 H -16.23213 -5.63068 -4.90036
68 H -15.32472 -4.70973 -3.96623
69 C -23.95376 -3.28891 -14.43224
70 O -24.74562 -3.77247 -13.41183
71 C -24.14221 -3.48749 -12.15159
72 C -24.33318 -4.83033 -11.39475
73 C -23.57450 -5.99172 -12.06335
74 N -25.74465 -5.20045 -11.22220
75 H -23.01206 -3.83781 -14.43421
76 H -23.77234 -2.22056 -14.31467
77 H -24.38075 -3.45714 -15.42092
78 H -23.09183 -3.19753 -12.12522
79 H -24.74009 -2.77108 -11.58820
80 H -23.87947 -4.77720 -10.40509
81 H -22.50022 -5.87125 -11.92364
82 H -23.78175 -6.20509 -13.11197
83 H -23.77937 -6.92317 -11.53557
84 H -26.27248 -5.13215 -12.08058
85 H -25.67553 -6.13853 -10.85433
86 C -20.36255 -3.52689 -12.36425
87 O -20.61508 -2.12430 -12.08268
88 C -20.07669 -1.69561 -10.81882
89 C -20.08109 -0.08062 -10.78253
90 C -21.50924 0.59402 -10.83645
91 N -19.22947 0.36686 -11.80579
92 H -19.35167 -3.69491 -12.73574
93 H -20.98606 -3.83534 -13.20341
94 H -20.75824 -4.15714 -11.56781
95 H -20.75524 -2.10832 -10.07227
96 H -19.03987 -2.01773 -10.72209
97 H -19.65952 0.18645 -9.81348
98 H -22.09833 0.08671 -10.07245
99 H -22.01163 0.53916 -11.80221
100 H -21.53901 1.62365 -10.47998
101 H -19.45636 -0.20316 -12.60809
102 H -18.30054 0.11704 -11.49792
103 N -16.75230 -9.47942 -6.39160
104 C -16.49952 -8.71572 -5.37346
105 N -15.59254 -9.25803 -4.60642
106 O -16.98369 -7.60411 -5.14315
107 H -17.44719 -9.09884 -7.01800
108 H -16.66160 -10.48515 -6.37178
109 H -15.39640 -10.22756 -4.81051
110 H -15.31185 -8.86200 -3.72072
111 N -17.94160 -12.47754 -8.65283
112 C -17.88806 -12.89569 -7.44008
113 N -18.60938 -13.87404 -7.18384
114 O -17.24660 -12.26277 -6.60253
115 H -17.42656 -11.61116 -8.71776
116 H -18.37365 -12.91308 -9.45516
117 H -18.70861 -14.14024 -6.21461
118 H -18.95691 -14.47358 -7.91861
119 N -21.95245 -12.78477 -8.17557
120 C -22.54643 -11.66927 -8.58689
121 N -23.64722 -11.36117 -7.99329
122 O -22.02216 -10.94889 -9.37182
123 H -22.47988 -13.41658 -7.59013
124 H -21.03302 -13.04530 -8.50246
125 H -23.97808 -10.41118 -8.08360
126 H -24.05992 -11.98677 -7.31625
127 N -17.05397 -10.79683 -14.08520
128 C -17.73122 -9.92236 -13.37959
129 N -17.43970 -8.64196 -13.63149
130 O -18.64115 -10.23910 -12.62356
131 H -17.51204 -11.67204 -13.87482
132 H -16.65923 -10.61531 -14.99697
133 H -17.68013 -8.11115 -12.80655
134 H -16.59485 -8.43003 -14.14279
135 N -14.34091 -5.68686 -13.50446
136 C -14.83986 -6.71061 -14.12166
137 N -14.29579 -7.81241 -13.62334
138 O -15.57964 -6.67488 -15.06713
139 H -13.59687 -5.75161 -12.82452
140 H -14.53359 -4.75194 -13.83445
141 H -14.23895 -8.64150 -14.19734
142 H -13.63873 -7.69524 -12.86530
143 N -19.79214 -5.95243 -6.12830
144 C -20.55685 -6.57538 -5.26099
145 N -19.85201 -7.34841 -4.48512
146 O -21.79835 -6.66878 -5.29811
147 H -20.27661 -5.61903 -6.94942
148 H -18.79275 -5.94064 -5.98285
149 H -20.43228 -7.96851 -3.93844
150 H -18.85218 -7.34234 -4.62800